DFT (wB97M-V/def2-TZVPD) results for C18H27N3O6S as an isolated structure.

```
55
Properties=species:S:1:pos:R:3:nbo_charge:R:1
O 3.77192 2.21971 0.25024 -0.58
C 3.21044 1.88957 1.23111 0.57
N 3.49248 0.65651 1.68437 -0.61
H 3.06841 0.46399 2.64281 0.42
C 4.40614 -0.07025 1.22704 -0.17
H 4.98368 0.20962 0.44860 0.23
C 3.72557 -1.58601 0.92973 -0.21
N 2.61668 -1.13939 -0.27005 -0.45
C 3.08616 -0.54260 -1.49422 -0.23
C 1.76590 -0.33149 -2.31058 -0.08
O 1.22156 -1.67302 -2.76106 -0.51
C 0.81934 -2.13349 -1.54679 -0.07
C 1.80095 -2.26336 -0.41812 -0.25
H 1.46011 -2.95739 0.37944 0.24
H 2.54060 -3.08478 -1.02207 0.07
H 0.25828 -3.18493 -1.61919 0.20
H -0.12388 -1.49931 -0.76925 0.14
H 2.15323 0.01640 -3.19478 0.19
H 1.06799 0.33615 -1.98048 0.19
H 3.52189 0.22802 -1.18180 0.20
H 3.79447 -1.17496 -2.00217 0.17
H 3.36921 -2.18895 1.62982 0.18
H 4.43222 -2.33782 0.20248 0.18
H 5.28711 -0.78806 1.95968 0.16
C 2.50632 2.87596 1.85759 -0.06
O 1.47469 2.02951 2.89159 -0.54
C 0.47253 1.48309 2.47501 0.38
C 0.30338 1.28581 0.80155 -0.28
C -0.71341 0.57202 0.56620 -0.17
C -1.65606 -0.08939 1.37726 -0.42
C -1.37915 -0.04850 2.56207 -0.06
C -0.30286 0.81205 3.14791 -0.39
H -0.16903 0.69276 4.22450 0.22
H -2.07953 -0.47923 3.41589 0.23
S -2.88652 -1.03862 0.69611 2.35
O -2.29950 -2.39431 -0.08364 -0.94
O -3.94506 -1.11766 1.51222 -0.95
N -3.44825 -0.34546 -0.50824 -0.76
C -3.99161 -0.87877 -1.77580 -0.27
H -3.18347 -1.77071 -2.05638 0.29
C -4.34673 0.05224 -2.76572 -0.04
H -4.61383 -0.56369 -3.62608 0.23
O -4.98868 1.21709 -2.41942 -0.54
C -4.50879 1.96287 -1.25928 -0.10
H -5.11593 2.71897 -1.20679 0.21
C -4.45743 1.00388 -0.19750 -0.25
H -3.89578 1.51352 0.69902 0.22
H -5.41603 0.62158 0.26992 0.25
H -3.56098 2.39069 -1.82425 0.20
H -3.12975 0.47034 -3.22925 0.06
H -4.98918 -1.28221 -1.53703 0.18
H -0.99019 0.63048 -0.67021 0.23
H 0.79736 1.89919 0.12754 0.21
H 2.98939 3.28317 2.93781 0.27
H 1.79360 3.42918 1.58263 0.21
```

HOMO level ... -7.7 eV
E_LUMO ... 0.0 eV
HOMO-LUMO gap ... 7.672 eV

---

DFT (wB97M-V/def2-TZVPD) results for a 2-piece molecular cluster, C5H15NO overall.

```
22
Properties=species:S:1:pos:R:3:nbo_charge:R:1
C 0.76457 1.74416 0.30459 -0.64
C -0.39559 1.15532 1.11718 -0.21
N -1.35937 0.39515 0.22074 -0.47
C -1.46622 0.87970 -1.10796 -0.39
C -1.50723 -1.03961 0.48859 -0.20
C -0.23957 -1.81798 0.48086 -0.63
H 1.22623 1.02187 -0.43753 0.21
H 0.42856 2.62250 -0.30999 0.21
H 1.64865 2.02464 0.89026 0.22
H -0.85480 1.98678 1.58982 0.18
H -0.12821 0.47030 2.00340 0.20
H -2.17283 0.36889 -1.67362 0.20
H -0.39281 0.87358 -1.63237 0.15
H -1.83954 1.91972 -1.14090 0.19
H -1.98376 -1.56327 -0.39619 0.20
H -2.03411 -1.15320 1.48648 0.19
H -0.27556 -2.86771 0.72368 0.21
H 0.45956 -1.37404 1.12418 0.20
H 0.16512 -1.92369 -0.50041 0.19
O 3.31390 -1.36991 -0.70942 -0.94
H 4.05497 -0.93099 -1.20623 0.47
H 2.58803 -1.42220 -1.31516 0.47
```

HOMO level ... -7.8 eV
E_LUMO ... 0.8 eV
SMILES ... CCN(C)CC.O
HOMO-LUMO gap ... 8.553 eV

---

DFT (wB97M-V/def2-TZVPD) results for C29H28Cl3FN4O12P2SiY as an isolated structure.

```
81
Properties=species:S:1:pos:R:3:mulliken_charge:R:1
Y 1.10778 -0.19816 -0.27144 1.02
O 6.69689 1.45939 0.67586 -0.69
C 6.81203 0.22884 0.14571 0.42
C 8.09543 -0.29295 -0.01331 -0.69
C 8.27667 -1.53682 -0.58607 -0.26
C 7.18598 -2.28616 -1.01699 -1.10
C 5.91146 -1.78394 -0.84353 -0.30
C 5.70185 -0.53994 -0.24551 0.28
C 4.31909 -0.06053 -0.06080 0.72
O 3.34796 -0.88636 -0.17343 0.65
N 4.15436 1.22257 0.21575 -1.14
N 2.83510 1.51546 0.38473 0.56
C 2.52386 2.72495 0.63294 -0.84
C 1.12714 3.03836 0.95005 0.83
C 0.69965 4.34312 1.15520 -1.04
C -0.61526 4.56148 1.53379 -0.33
C -1.45064 3.47395 1.72044 -1.11
C -0.93932 2.20343 1.48662 -0.27
N 0.30521 1.99178 1.09140 0.28
H 5.74146 1.70907 0.61006 0.53
H 8.93393 0.31089 0.30837 0.41
H 9.28157 -1.92157 -0.71279 0.36
H 7.32942 -3.24657 -1.49311 0.42
H 5.05369 -2.33903 -1.20159 0.20
H 3.28007 3.50642 0.66831 0.34
H 1.38901 5.16546 1.01727 0.45
H -0.97774 5.56898 1.69275 0.41
H -2.47541 3.59587 2.04355 0.46
H -1.54452 1.31516 1.63510 0.69
C -5.48234 2.67630 -3.42553 -1.63
C -5.63589 2.27262 -1.96374 0.35
C -6.90885 1.45755 -1.78979 -1.03
C -7.03901 0.92925 -0.37244 -1.09
C -5.83749 0.09042 -0.04437 0.98
C -5.91648 -0.98740 0.80577 -0.78
C -4.77704 -1.72796 1.10850 0.17
F -4.91116 -2.77310 1.94887 -0.36
C -3.55622 -1.41920 0.58639 -0.55
C -3.45737 -0.32829 -0.28814 1.02
C -2.12875 0.02142 -0.81081 0.97
O -1.17047 -0.73208 -0.56498 -0.60
C -2.06727 1.24563 -1.54874 0.31
C -3.22615 1.88540 -1.85810 -0.68
N -4.46411 1.50030 -1.48626 0.43
C -4.59341 0.42020 -0.61803 -1.34
C -0.78029 1.91999 -2.01369 -0.03
O -0.89223 2.95753 -2.65624 -0.81
O 0.29745 1.40020 -1.57976 -0.61
H -6.40943 3.14451 -3.75820 0.42
H -5.29931 1.79505 -4.04215 0.39
H -4.67760 3.38722 -3.59533 0.50
H -5.71254 3.17330 -1.34401 0.14
H -6.89697 0.62336 -2.49763 0.34
H -7.75491 2.09489 -2.04994 0.40
H -7.95035 0.34261 -0.25235 0.43
H -7.10723 1.76952 0.32691 0.33
H -6.86000 -1.26836 1.25708 0.49
H -2.66105 -1.97625 0.82760 0.54
H -3.13473 2.78027 -2.45700 0.61
C -0.19606 -3.89413 2.70312 -1.70
C 1.19776 -3.32045 2.48756 1.05
O 2.11051 -4.08818 3.27518 -0.69
P 1.70566 -3.48173 0.74538 0.70
O 1.42224 -5.00999 0.41965 -0.59
O 3.27205 -3.34078 0.71358 -0.67
O 1.03260 -2.55204 -0.20035 -0.51
P 1.18713 -1.53685 3.02456 1.13
O 2.78215 -1.19194 2.92960 -0.61
O 0.72403 -1.41619 4.42024 -0.86
O 0.52074 -0.78514 1.89950 -0.48
H -0.19022 -4.96550 2.50531 0.42
H -0.91138 -3.41039 2.03693 0.17
H -0.49094 -3.71146 3.73583 0.45
H 2.98333 -3.68818 3.16814 0.45
H 1.58333 -5.21342 -0.51138 0.39
H 3.49892 -2.42980 0.35787 0.19
H 3.11268 -0.98803 3.81140 0.27
Cl 3.75627 0.21854 -3.60684 -0.39
Si 2.06434 -0.95329 -3.03409 0.54
Cl 2.91569 -2.92599 -3.30572 -0.43
Cl 0.82362 -0.83307 -4.76873 -0.41
```

HOMO level ... -4.9 eV
E_LUMO ... 1.7 eV
Charge ... -1
HOMO-LUMO gap ... 6.562 eV

---

DFT (wB97M-V/def2-TZVPD) results for one molecule with the formula C4H4N2O2.

```
12
Properties=species:S:1:pos:R:3:nbo_charge:R:1
H -3.33282 -1.12300 0.00017 0.34
N -2.36444 -1.26822 -0.05612 -0.64
C -1.69563 -0.13213 -0.09474 0.24
N -0.30949 -0.13919 0.12680 -0.14
C 0.43595 0.96321 0.03999 0.04
C 1.74368 0.82136 -0.11620 -0.41
C 1.88149 -0.70004 -0.04885 0.73
O 2.75626 -1.49569 -0.02222 -0.55
O 0.60737 -1.21199 0.10528 -0.30
H -2.18478 0.86172 -0.24180 0.20
H -0.07552 1.94025 0.50384 0.23
H 2.53793 1.48371 -0.19615 0.25
```

HOMO level ... -9.2 eV
E_LUMO ... 0.4 eV
SMILES ... [H]/N=C/n1ccc(=O)o1
HOMO-LUMO gap ... 9.586 eV

---

DFT (wB97M-V/def2-TZVPD) results for one molecule with the formula C8H16N2O4.

```
30
Properties=species:S:1:pos:R:3:nbo_charge:R:1
C -1.35997 -2.05751 -1.52369 -0.62
C 0.11735 -1.78826 -1.66846 -0.22
C 0.95745 -3.05020 -1.36781 -0.63
C 0.50572 -0.70614 -0.68425 -0.14
N 1.90713 -0.51480 -0.79016 -0.84
C 0.16702 -0.73458 0.81679 0.69
O 0.26076 -1.76471 1.38488 -0.61
N -0.10696 0.43871 1.41139 -0.63
C -0.27104 1.82157 0.93273 -0.18
C -1.39445 2.44446 1.77203 -0.09
O -2.74517 1.89825 1.49611 -0.70
C 0.93475 2.66650 0.72414 0.78
O 1.94683 2.33800 0.15615 -0.58
O 0.79480 3.85162 1.37248 -0.67
H -1.93246 -1.10207 -1.63744 0.19
H -1.74037 -2.68838 -2.36519 0.21
H -1.79494 -2.50598 -0.54410 0.22
H 0.23794 -1.47681 -2.74500 0.21
H 1.95375 -2.85129 -1.90438 0.22
H 1.09939 -3.19394 -0.28454 0.23
H 0.49474 -3.97526 -1.80611 0.21
H 0.05782 0.17768 -1.07740 0.18
H 2.37315 -1.02890 -0.04511 0.36
H 2.18932 0.47713 -0.75945 0.40
H -0.23772 0.38576 2.42347 0.40
H -0.68474 1.68030 -0.21301 0.25
H -1.22082 2.46279 2.85683 0.18
H -1.50214 3.48311 1.48203 0.21
H -2.60459 0.98404 1.34517 0.46
H 1.59743 4.32890 1.24190 0.50
```

HOMO level ... -8.9 eV
E_LUMO ... 0.3 eV
SMILES ... CC(C)[C@H](N)C(=O)N[C@@H](CO)C(=O)O
HOMO-LUMO gap ... 9.196 eV

---

DFT (wB97M-V/def2-TZVPD) results for a 2-piece molecular cluster, CH2ClFO2 overall.

```
7
Properties=species:S:1:pos:R:3:nbo_charge:R:1
O -1.43395 -1.11478 0.06963 -0.49
C -1.41128 0.06133 0.13263 0.78
F -1.95585 0.87615 -0.78247 -0.30
Cl -0.49143 0.93481 1.24082 0.02
O 2.01279 -0.22631 -0.51377 -0.95
H 1.66998 -1.05878 -0.10323 0.48
H 1.60974 0.52759 -0.04361 0.47
```

HOMO level ... -11.6 eV
E_LUMO ... 0.3 eV
SMILES ... O=C(F)Cl.O
HOMO-LUMO gap ... 11.880 eV

---

Repeat the fifth record exactly.
DFT (wB97M-V/def2-TZVPD) results for one molecule with the formula C8H16N2O4.

```
30
Properties=species:S:1:pos:R:3:nbo_charge:R:1
C -1.35997 -2.05751 -1.52369 -0.62
C 0.11735 -1.78826 -1.66846 -0.22
C 0.95745 -3.05020 -1.36781 -0.63
C 0.50572 -0.70614 -0.68425 -0.14
N 1.90713 -0.51480 -0.79016 -0.84
C 0.16702 -0.73458 0.81679 0.69
O 0.26076 -1.76471 1.38488 -0.61
N -0.10696 0.43871 1.41139 -0.63
C -0.27104 1.82157 0.93273 -0.18
C -1.39445 2.44446 1.77203 -0.09
O -2.74517 1.89825 1.49611 -0.70
C 0.93475 2.66650 0.72414 0.78
O 1.94683 2.33800 0.15615 -0.58
O 0.79480 3.85162 1.37248 -0.67
H -1.93246 -1.10207 -1.63744 0.19
H -1.74037 -2.68838 -2.36519 0.21
H -1.79494 -2.50598 -0.54410 0.22
H 0.23794 -1.47681 -2.74500 0.21
H 1.95375 -2.85129 -1.90438 0.22
H 1.09939 -3.19394 -0.28454 0.23
H 0.49474 -3.97526 -1.80611 0.21
H 0.05782 0.17768 -1.07740 0.18
H 2.37315 -1.02890 -0.04511 0.36
H 2.18932 0.47713 -0.75945 0.40
H -0.23772 0.38576 2.42347 0.40
H -0.68474 1.68030 -0.21301 0.25
H -1.22082 2.46279 2.85683 0.18
H -1.50214 3.48311 1.48203 0.21
H -2.60459 0.98404 1.34517 0.46
H 1.59743 4.32890 1.24190 0.50
```

HOMO level ... -8.9 eV
E_LUMO ... 0.3 eV
SMILES ... CC(C)[C@H](N)C(=O)N[C@@H](CO)C(=O)O
HOMO-LUMO gap ... 9.196 eV

---

- Which formula does entry 5 have?
  C8H16N2O4